(1)
22
Properties=species:S:1:pos:R:3 method="wB97M-V/def2-TZVPD" e_lumo_ev="0.9 / 0.1" energy_ev=-11000.800 relative_energy_ev=6.9528 e_homo_ev="-7.3248 / -6.3075"
C -0.31905 0.72131 0.22895
C 0.00451 -0.48976 -0.17494
C 0.05450 -0.24597 1.31626
C 1.99724 0.66636 -0.52256
C -0.86018 2.03576 -0.10626
C 2.95675 -0.46720 -0.32489
C -2.53354 -0.67723 -0.13592
N -2.85420 -1.99179 0.01822
O -3.33176 0.14529 -0.54150
H 0.10588 -1.18580 -0.98731
H -2.19559 -2.62699 0.43172
H -3.80682 -2.31542 -0.13584
H -0.73380 -0.64504 1.94379
H 1.01895 -0.14197 1.80533
H 1.78801 0.95812 -1.54668
H 2.11640 1.51309 0.14745
H -1.95317 1.92400 -0.11932
H -0.58062 2.79183 0.62684
H -0.55014 2.34189 -1.10636
H 2.71933 -1.32158 -0.96422
H 3.98893 -0.17157 -0.56402
H 2.96836 -0.81730 0.71125


(2)
22
Properties=species:S:1:pos:R:3 method="wB97M-V/def2-TZVPD" e_lumo_ev="-1.0 / -1.8" energy_ev=-11002.674 relative_energy_ev=5.0788 e_homo_ev="-8.6351 / -8.4459"
C -0.70587 -0.11429 0.17306
C 0.96838 1.84301 0.32175
C -1.37049 0.15679 1.51999
C -1.40412 0.58196 -0.97994
C -0.56131 -1.60559 -0.07017
C 0.99569 0.44777 0.45914
C 2.46249 -0.72238 -1.16303
N 1.54548 0.11953 -1.28274
O 1.56892 -0.20426 1.34428
H 0.47604 2.30525 -0.51924
H 1.38377 2.47895 1.09797
H -0.77855 -0.26139 2.33294
H -1.50685 1.22514 1.69446
H -2.35720 -0.31778 1.53144
H -0.78801 0.57616 -1.87857
H -1.67782 1.61060 -0.73970
H -2.32883 0.03999 -1.20460
H 0.09955 -2.05607 0.66897
H -1.55216 -2.06261 0.02456
H -0.18673 -1.82224 -1.06899
H 2.91587 -1.12252 -2.07434
H 2.80175 -1.09603 -0.18725


Repeat the second record exactly.
22
Properties=species:S:1:pos:R:3 method="wB97M-V/def2-TZVPD" e_lumo_ev="-1.0 / -1.8" energy_ev=-11002.674 relative_energy_ev=5.0788 e_homo_ev="-8.6351 / -8.4459"
C -0.70587 -0.11429 0.17306
C 0.96838 1.84301 0.32175
C -1.37049 0.15679 1.51999
C -1.40412 0.58196 -0.97994
C -0.56131 -1.60559 -0.07017
C 0.99569 0.44777 0.45914
C 2.46249 -0.72238 -1.16303
N 1.54548 0.11953 -1.28274
O 1.56892 -0.20426 1.34428
H 0.47604 2.30525 -0.51924
H 1.38377 2.47895 1.09797
H -0.77855 -0.26139 2.33294
H -1.50685 1.22514 1.69446
H -2.35720 -0.31778 1.53144
H -0.78801 0.57616 -1.87857
H -1.67782 1.61060 -0.73970
H -2.32883 0.03999 -1.20460
H 0.09955 -2.05607 0.66897
H -1.55216 -2.06261 0.02456
H -0.18673 -1.82224 -1.06899
H 2.91587 -1.12252 -2.07434
H 2.80175 -1.09603 -0.18725